Record 1
DFT (ωB97M-V/def2-TZVPD) results for a molecular structure, C30H41IrN6O3SSi in a non-equilibrium geometry.

XYZ file:
```
83
Properties=species:S:1:pos:R:3
Ir -0.24948 -1.65465 -2.19212
C -4.22941 -2.40258 -0.57145
C -3.18632 -1.90520 -1.33646
N -1.91451 -2.26172 -1.16783
C -1.64839 -3.17876 -0.19095
C -2.64614 -3.72833 0.63413
C -3.97022 -3.31905 0.42634
C -2.25603 -4.69016 1.61689
C -0.96677 -5.08791 1.73958
C 0.05620 -4.55963 0.89229
C 1.39694 -4.96392 0.94110
C 2.28955 -4.40711 0.04939
C 1.85157 -3.45309 -0.85656
N 0.59129 -3.03006 -0.92501
C -0.30593 -3.59261 -0.06312
H -5.23759 -2.07179 -0.77597
H -3.38848 -1.19424 -2.11614
H -4.77514 -3.72195 1.02778
H -3.01786 -5.10968 2.26111
H -0.69322 -5.82826 2.48012
H 1.72606 -5.70400 1.65948
H 3.32814 -4.70534 0.03916
H 2.54687 -3.01454 -1.54947
N 2.21394 0.00040 -5.06482
C 3.27364 -0.67195 -4.53230
C 2.77962 -1.39547 -3.48954
N 1.43160 -1.18302 -3.38479
C 1.11549 -0.32130 -4.36035
C -0.24027 0.08458 -4.49931
N -1.14618 -0.38832 -3.63191
C -2.34788 0.14884 -4.00952
C -2.16906 0.93486 -5.10695
N -0.83760 0.88519 -5.39811
H 2.26150 0.61364 -5.86550
H 4.27845 -0.59096 -4.90993
H 3.34845 -2.04797 -2.85594
H -3.28417 -0.03219 -3.51872
H -2.88048 1.50910 -5.67521
H -0.39838 1.35339 -6.17751
C 3.26342 0.73748 3.42798
C 2.71730 0.39861 2.04455
C 3.51189 1.10636 0.95751
C 2.69881 -1.10960 1.82276
O 1.33172 0.83220 2.02638
Si 0.33390 1.67913 1.13717
S 0.30239 0.26070 -0.77838
O 0.84227 2.95452 0.37240
C 0.45487 4.34530 0.13746
C 0.31191 5.03492 1.48341
C 1.57819 4.95527 -0.68842
C -0.86045 4.36705 -0.63320
O -1.17901 1.67690 1.58654
C -2.02167 1.08901 2.61653
C -2.04613 -0.42485 2.40680
C -3.40253 1.69080 2.41887
C -1.44901 1.43308 3.98328
H 4.29971 0.41202 3.50745
H 2.67990 0.23558 4.19914
H 3.21970 1.81345 3.59510
H 4.54692 0.77018 0.97963
H 3.49264 2.18632 1.10476
H 3.08615 0.88626 -0.02799
H 3.71726 -1.49621 1.79707
H 2.20336 -1.33599 0.87073
H 2.15927 -1.60897 2.62780
H 1.24528 4.98130 2.04576
H -0.47683 4.56200 2.07364
H 0.05644 6.08286 1.33860
H 2.52480 4.88010 -0.15311
H 1.36500 6.00658 -0.87535
H 1.67279 4.44034 -1.64509
H -1.62576 3.81262 -0.08652
H -0.73384 3.92425 -1.62330
H -1.19295 5.39624 -0.75467
H -2.42279 -0.66068 1.40716
H -2.69896 -0.88392 3.14773
H -1.03978 -0.83615 2.51882
H -3.78423 1.46204 1.42286
H -3.36046 2.77405 2.53292
H -4.09408 1.29368 3.16087
H -0.42566 1.06535 4.07452
H -2.05442 0.98147 4.76745
H -1.44713 2.51411 4.13054
```

Output
HOMO level (alpha / beta)   -17.082 / -17.077 eV
Orbital gap (alpha / beta)   6.25 / 6.16 eV
LUMO energy (alpha / beta)   -10.8 / -10.9 eV
Multiplicity   2
Net charge   +3
Molecular weight   786.1 Da

=====

Record 2
DFT (ωB97M-V/def2-TZVPD) results for a molecular structure, C30H41N5O7S2SiSr.

XYZ file:
```
87
Properties=species:S:1:pos:R:3
Sr 0.50324 -0.48428 0.42915
C 3.21049 2.61126 -1.02318
C 3.62166 1.17046 -0.66464
N 3.00960 0.69019 0.57315
C 3.31130 1.51018 1.74736
C 2.08284 1.77743 2.63479
N 0.83267 1.91521 1.89262
C 0.53216 3.25498 1.41414
C 1.54087 3.81727 0.40994
N 1.84259 2.99343 -0.74045
H 3.41646 2.73229 -2.09150
H 3.85717 3.32619 -0.50562
H 4.72286 1.14876 -0.61863
H 3.31750 0.49698 -1.46767
H 3.29758 -0.27257 0.73031
H 3.72475 2.45656 1.40082
H 4.07421 1.04130 2.37535
H 2.28588 2.67183 3.24811
H 1.96685 0.93515 3.30560
H 0.06783 1.57863 2.46719
H 0.47908 3.98341 2.24294
H -0.45292 3.21384 0.95673
H 2.47242 4.04648 0.93762
H 1.13121 4.78915 0.09240
H 1.17079 2.26444 -0.92588
C -3.47656 -1.83779 2.79013
Si -2.63490 -1.90808 1.08737
C -1.20171 -3.08080 1.37170
C -3.76346 -2.87011 -0.10332
N -2.14787 -0.36318 0.48571
C -3.13865 0.41034 -0.04568
C -4.52669 0.14502 0.11487
C -5.54146 0.82667 -0.53500
C -5.23914 1.86233 -1.40318
C -3.90092 2.21682 -1.53770
C -2.89892 1.56359 -0.84389
O -1.57565 2.00189 -0.96953
C -1.41362 3.30653 -1.39294
C -1.93677 4.36227 -0.64906
C -1.70170 5.66567 -1.05070
C -0.94503 5.92068 -2.19103
C -0.43498 4.85964 -2.92289
C -0.67423 3.54699 -2.53544
H -3.81264 -2.83650 3.08801
H -4.33165 -1.16051 2.83706
H -2.74163 -1.50040 3.52684
H -1.65187 -4.01646 1.72018
H -0.48773 -2.78486 2.13769
H -0.67106 -3.32059 0.44990
H -3.47122 -3.92405 -0.10086
H -3.63665 -2.49020 -1.11985
H -4.82569 -2.81425 0.14330
H -4.81767 -0.65610 0.77870
H -6.57083 0.52996 -0.36304
H -6.00486 2.39062 -1.95657
H -3.63311 3.02845 -2.20080
H -2.53317 4.14492 0.22857
H -2.10621 6.48610 -0.46929
H -0.75474 6.94154 -2.50046
H 0.16528 5.03996 -3.80607
H -0.25673 2.71260 -3.08931
S 1.73182 1.19135 -3.73735
C 1.23673 0.49895 -5.17316
N 0.91178 0.03818 -6.19190
C 1.51510 -1.57533 5.36150
S 1.72660 -1.74562 3.60007
O 3.04514 -1.20309 3.30352
O 1.56094 -3.15444 3.32089
O 0.65020 -0.90175 3.04014
H 2.23673 -2.22592 5.85095
H 0.49993 -1.87434 5.61396
H 1.68845 -0.53685 5.63848
O 3.76709 -4.38292 -0.83399
C 2.69797 -4.91164 -1.48687
C 2.76633 -6.21493 -1.98079
C 1.69895 -6.77393 -2.66196
C 0.54475 -6.03229 -2.86263
C 0.48096 -4.73930 -2.36744
C 1.53541 -4.15492 -1.67282
C 1.33484 -2.74273 -1.14834
O 2.23467 -2.18026 -0.47813
O 0.21741 -2.22063 -1.40288
H 4.43684 -5.06927 -0.75768
H 3.67622 -6.78802 -1.82573
H 1.77602 -7.78768 -3.03790
H -0.29530 -6.45304 -3.40009
H -0.40022 -4.12682 -2.50395
```

Output
HOMO level   -2.066 eV
Orbital gap   6.14 eV
LUMO energy   4.1 eV
Net charge   -2
Molecular weight   763.5 Da
Relative energy (zero: lowest compared OMol25 entry of this formula, charge and spin)   111.98 kJ/mol

=====

Record 3
DFT (ωB97M-V/def2-TZVPD) results for a molecular structure, C30H42BaN5O3PSi2 in a non-equilibrium geometry.

XYZ file:
```
84
Properties=species:S:1:pos:R:3
Ba -0.23880 -0.06711 0.13297
C -1.29630 3.36409 -2.81763
C -1.44350 4.47529 -1.99353
C -1.61630 4.28309 -0.63663
C -1.62790 2.97979 -0.12323
N -1.42390 1.92159 -0.92393
C -1.28070 2.11339 -2.22333
C -1.86000 2.67219 1.29457
C -2.35060 3.61849 2.18877
C -2.53690 3.25069 3.52167
C -2.25850 1.95609 3.90627
C -1.80120 1.03159 2.95477
N -1.58820 1.41289 1.67107
C -1.55500 -0.35941 3.26957
C -1.66990 -0.87641 4.57437
C -1.48800 -2.21841 4.80297
C -1.19730 -3.05281 3.71737
C -1.06430 -2.46541 2.47487
N -1.20790 -1.16981 2.23847
H -1.17640 3.46809 -3.88443
H -1.42640 5.47539 -2.40413
H -1.71870 5.13689 0.01607
H -1.14360 1.21639 -2.80963
H -2.61360 4.61229 1.86907
H -2.90950 3.96859 4.23587
H -2.41710 1.67029 4.93217
H -1.89140 -0.22601 5.40437
H -1.58040 -2.62231 5.79937
H -1.08040 -4.11531 3.84357
H -0.84920 -3.07411 1.60477
C 2.10500 2.56679 -1.41443
Si 2.75560 0.81429 -1.84873
C 4.05880 0.29359 -0.54213
C 3.84210 1.16799 -3.39513
N 1.40450 -0.24061 -1.85353
C 1.04420 -1.13031 -2.80163
C 1.87330 -1.43171 -3.90233
C 1.48990 -2.24701 -4.93843
C 0.23800 -2.85631 -4.90193
C -0.57190 -2.65271 -3.81253
C -0.23600 -1.80971 -2.73303
N -1.06850 -1.62981 -1.68533
Si -2.64730 -2.33001 -1.62223
C -2.60090 -4.24171 -1.39013
C -3.80260 -1.83431 -3.07683
C -3.56440 -1.64251 -0.10013
H 2.92100 3.18889 -1.06123
H 1.34410 2.55179 -0.63973
H 1.67720 3.05559 -2.28463
H 4.91220 0.96249 -0.57103
H 4.42920 -0.71071 -0.72333
H 3.66330 0.32209 0.46507
H 4.42980 2.07169 -3.25333
H 3.23500 1.30849 -4.28323
H 4.54170 0.36049 -3.59603
H 2.85450 -0.99271 -3.92563
H 2.15560 -2.41541 -5.77483
H -0.08840 -3.49291 -5.71193
H -1.51710 -3.16551 -3.77483
H -2.18790 -4.75431 -2.25223
H -3.58580 -4.65731 -1.20203
H -1.97310 -4.49631 -0.54023
H -3.43750 -2.15251 -4.04653
H -3.89700 -0.75271 -3.10803
H -4.79860 -2.24601 -2.94683
H -3.21660 -2.08521 0.82617
H -4.62030 -1.87331 -0.19143
H -3.46940 -0.56331 -0.01983
C 3.95580 0.45159 3.97567
O 2.58440 0.13469 4.18197
P 1.61250 -0.35621 2.98137
O 1.73450 0.95539 1.93967
C 1.50560 2.24619 2.47007
O 2.69380 -1.27791 2.20077
C 2.35970 -2.33251 1.32477
H 4.28990 0.94919 4.88447
H 4.09100 1.10669 3.11187
H 4.53060 -0.45951 3.82017
H 2.07430 2.95489 1.86677
H 1.84300 2.31179 3.50747
H 0.44700 2.50909 2.42937
H 3.25750 -2.94511 1.23927
H 2.09500 -1.95101 0.33647
H 1.54550 -2.93651 1.72737
```

Output
HOMO level   -4.628 eV
Orbital gap   3.28 eV
LUMO energy   -1.4 eV
Net charge   0
Molecular weight   745.2 Da
Relative energy (zero: lowest compared OMol25 entry of this formula, charge and spin)   157.33 kJ/mol